Entry from the OMol25 dataset: a structure of composition C33H35N4O8Pt (wB97M-V/def2-TZVPD).

CARTESIAN COORDINATES (ANGSTROEM)
C 4.10151 1.43890 1.53071
H -0.72738 -2.32005 -2.12337
H 4.12318 -1.23209 2.08307
C -3.33166 -2.57762 0.85892
H -1.12307 -5.14317 0.85373
H 2.19807 2.41006 3.26962
C 0.66467 -2.97450 -5.70408
H 2.45572 -2.82088 -6.87542
H -3.73027 3.25563 2.24645
N 0.95607 0.36150 -1.82334
H 4.70623 -0.38805 3.52948
N 0.06594 -1.72501 -2.30784
H 3.12014 -1.19175 3.54003
C -2.46004 -1.58005 0.46412
H 3.71509 -1.63507 -5.09715
C 1.39805 3.52638 0.15727
C 3.81917 -0.61495 2.93137
H 2.04417 -2.11865 -0.41021
H 1.24459 3.94665 1.14356
C 1.72985 -2.67908 0.47096
C -3.05029 1.81368 3.66258
H 3.61052 1.82756 4.18885
C -3.95038 2.75598 3.17937
C 1.75421 2.65812 -4.69343
C -2.86181 -3.87936 0.98019
H 2.50500 3.43522 -4.85777
H 0.12270 -3.50611 -6.47291
H -2.57098 0.41846 5.19965
H 5.01928 1.71352 2.06046
C -5.32022 2.35746 5.07321
H 2.63872 -1.14478 -2.94275
C 1.94302 4.32271 -0.83069
N -6.56034 2.65378 5.84292
H -1.47383 -4.71808 -5.33224
O -1.62833 2.08163 1.77047
H 0.77182 3.12852 -4.59946
H 4.36432 0.83100 0.66241
O -7.32850 3.47565 5.38420
O 0.64476 -3.55819 0.16005
C 0.05192 -2.66922 -4.50328
C -1.11518 -1.83057 0.16505
H -4.66620 0.91274 6.50921
C 1.81475 2.47769 -2.31906
C -1.52697 -4.14555 0.73540
H 1.75844 1.98004 -5.54553
O -6.73530 2.05690 6.88630
Pt 0.32830 1.24117 1.52962
O -0.95940 0.70380 3.36106
C 0.74753 -1.97299 -3.49289
C -4.44524 1.41466 5.58001
C 3.12875 0.65500 2.42377
H 2.05161 0.97482 4.27989
H -5.82599 3.76587 3.54451
H 2.54695 -3.32994 0.78277
C -1.96356 -3.76323 -5.12014
H -3.52402 -4.67969 1.28613
C -0.63823 -3.14130 0.35420
H 1.17386 0.32016 -2.80652
H -4.36484 -2.33802 1.07524
O 2.03729 0.22699 1.65906
C 1.98588 -2.58811 -5.92885
C 0.20627 -0.68744 -1.37715
H 1.49112 -1.97391 1.26504
C -1.79477 1.50453 2.88545
C -3.29379 1.14531 4.85642
O -1.23013 -3.01104 -4.18007
C 2.07501 -1.63618 -3.72365
C 2.72781 1.52189 3.61871
H -2.93505 -3.94737 -4.66951
H -2.09589 -3.21024 -6.05474
H 2.20876 5.35139 -0.61880
O 2.04933 1.87662 -3.55265
C 2.16916 3.79171 -2.09235
N -0.34519 -0.73537 -0.23321
H -2.78839 -0.55192 0.36652
C 2.68451 -1.92447 -4.94130
C -5.10654 3.03984 3.89002
C 1.24032 1.66098 -1.32412
H 3.61956 2.34849 1.16790
C 1.03694 2.18065 -0.03254
H 2.62091 4.38035 -2.87892

Atoms 1-6, force components in eV/Å:
C -0.03 0.05 0.00
H 0.01 -0.02 -0.04
H -0.01 -0.01 -0.02
C 0.04 0.01 0.00
H 0.00 -0.01 0.00
H 0.04 0.02 0.00

As for the LUMO energy: 1.519 eV. The total charge is -1. The value obtained for the orbital gap is 0.2043 Ha. The value obtained for the energy above the lowest of the compared OMol25 structures with the same formula, charge and spin is 1.50 kcal/mol.

Atom charges from the Löwdin analysis, given in e for atoms 1 to 6:
1. C -0.045
2. H 0.139
3. H 0.072
4. C -0.110
5. H 0.111
6. H 0.055

***

Entry from the OMol25 dataset: a structure of composition C31H46N5O9S2SiTi at a distorted geometry (wB97M-V/def2-TZVPD).

CARTESIAN COORDINATES (ANGSTROEM)
H 5.10882 2.54858 5.95214
H 6.20634 4.38497 -0.50401
C 6.09446 1.61380 -0.10122
H 3.65189 -2.83754 3.54570
H 7.27155 3.42691 1.53989
C 5.42096 2.74468 0.67131
C 2.44981 2.10652 5.47136
H 4.23417 4.07725 6.18816
H 5.44031 1.24946 -0.89413
H 5.33717 3.88010 4.80846
H 5.87425 -1.91984 4.44255
H -2.17409 -2.92470 -0.01508
C -0.20755 0.50954 -2.88809
O 3.51073 0.56029 -2.50395
O 1.46845 -1.60888 0.23205
C 5.47577 -2.13079 1.68872
N -3.86050 -0.30333 2.75983
C 5.69840 -0.98324 3.90430
C 3.46417 2.82270 4.58604
N -1.16239 -1.32737 0.66433
H 6.32250 0.77695 0.55727
H -0.73988 5.15733 -3.07583
H 2.16182 4.77831 -3.43591
C 1.37546 4.67434 -2.68617
C 2.28159 -3.46563 -0.99009
C 2.79591 3.95906 3.81549
H 3.52201 4.45106 3.16440
H 0.00578 4.21642 -4.37462
H 2.38503 4.69744 4.51112
N -1.07299 1.64295 0.66683
H 0.47659 -5.99213 -2.37912
H -4.55166 -0.62407 2.09481
H 2.77458 -1.90736 2.30264
H 2.46974 2.46404 -3.52077
H -2.40214 1.03993 -0.86127
H 4.74169 3.64360 -1.17175
N -3.05658 2.55249 0.51551
C 4.60543 3.37103 5.43889
C 5.23741 3.94603 -0.24754
C 3.46676 -1.83679 3.14242
C -2.45074 3.11738 1.62724
H -4.01087 2.66690 0.22824
C -0.38856 3.06522 -2.54463
C 2.00284 -4.62487 -1.67732
O 2.10885 0.79656 -0.78963
H 2.95051 1.32113 6.04400
H 0.31778 1.96704 -4.26796
H 5.82208 3.97628 2.41211
H 4.62408 4.70353 0.24667
H 2.97815 -1.23478 3.91124
H 7.02547 1.98584 -0.54366
C 1.57168 3.44606 -1.78888
C 6.27173 3.13571 1.87741
C 0.68707 -5.08144 -1.83346
C -2.56675 -0.75279 2.40460
C 0.37247 1.89176 -3.18360
C -1.22605 2.54247 1.70106
H 6.36325 2.30462 2.57759
C 4.79058 -1.22339 2.70175
H 6.42265 -1.68750 1.37092
S -1.42578 -1.00802 3.66033
C -0.08094 -3.15587 -0.59296
C 1.82712 2.20863 -2.67945
H 4.83897 -2.24398 0.81028
H 5.24198 -0.26120 4.58342
C -1.19822 -2.44038 0.03382
H 1.66580 1.64359 4.86831
C 2.54125 1.08649 -1.95051
O -0.60389 -0.15144 -3.84480
Si 3.57814 1.29256 2.20746
O 0.24674 3.24908 -1.28616
H -2.94667 3.83712 2.25250
H 5.67063 -3.11846 2.11705
H -1.45643 2.90683 -2.40504
H 3.28882 -3.08559 -0.88198
C 1.23311 -2.70614 -0.43639
O 4.60674 0.01114 2.02902
C -2.19095 1.66505 -0.00989
O -0.32622 0.12907 -1.66073
H 2.25996 3.55126 -0.95364
C -0.02195 4.36556 -3.29373
H 1.99196 2.81196 6.17290
O 4.10112 2.37906 1.06975
H 1.98704 3.57622 3.18890
H -4.07303 -0.55798 3.71294
N -2.46914 -0.96456 1.12061
S 1.57018 0.90465 2.24557
O 4.05683 1.89812 3.70046
H 1.35074 5.58086 -2.08003
H 2.82033 -5.18613 -2.11741
H -1.36962 -4.66354 -1.38375
C -0.33903 -4.33682 -1.28192
H 6.65894 -0.57735 3.57450
H -0.44313 2.67994 2.42659
Ti 0.49299 -0.00274 0.19148

Atoms 1-6, force components in eV/Å:
H -0.01 0.00 -0.01
H -0.02 0.00 -0.01
C 0.06 -0.04 -0.03
H -0.03 0.01 0.00
H -0.02 0.01 0.02
C -0.19 -0.13 0.02

As for the LUMO energy (spin up / spin down): 4.338 / 4.338 eV. The total charge is -2. As for the spin multiplicity: 2. The value obtained for the orbital gap (spin up / spin down) is 0.2230 / 0.2318 Ha. The value obtained for the energy above the lowest of the compared OMol25 structures with the same formula, charge and spin is 31.24 kcal/mol. As for the expectation value of S²: 0.7532.

Atom charges from the Löwdin analysis, given in e for atoms 1 to 6:
1. H 0.080
2. H 0.077
3. C -0.021
4. H 0.084
5. H 0.080
6. C -0.640

***

Entry from the OMol25 dataset: a cluster of 14 separate species, C39H34Cl53NS in total at a distorted geometry (wB97M-V/def2-TZVPD).

CARTESIAN COORDINATES (ANGSTROEM)
C 5.56222 -1.12442 0.56807
C 5.86773 -2.60567 0.78843
C -2.32634 -1.25071 -0.16927
H 3.27000 -0.95273 -4.93074
H 4.06107 -5.49125 -4.78649
C 5.99524 1.44992 -2.14989
Cl 7.21107 6.73088 8.66570
C 4.04571 -5.40880 2.95951
C -0.52217 -4.36618 3.04651
C -15.61744 2.22425 0.16169
H 4.15839 -3.23583 -5.21917
C 1.89477 -3.83102 -2.77500
H -2.83863 -2.01406 -0.76395
H -3.08384 -0.72969 0.41440
Cl -2.52039 3.45537 -0.25691
H 5.85442 -2.85274 1.84434
C 2.49690 -9.31884 7.76853
H 0.18704 2.07856 -3.45801
H 3.74789 3.83348 -3.05891
Cl 1.51052 -3.33251 9.94724
C 8.15088 2.37100 3.85450
C 2.86582 -1.75342 -4.32474
H 5.17934 -3.26108 0.24816
H 4.13274 1.80292 -1.17985
C 3.48892 -5.46007 -3.85599
Cl -16.54766 3.08142 -6.30821
C -5.72083 0.15736 -3.39274
Cl 7.97089 7.63182 6.03010
H 3.96000 -5.46789 -1.78867
C -2.90572 5.16124 0.01842
Cl -4.54955 5.48904 -0.54252
H 4.25908 0.60986 -3.77113
C -11.16183 1.66483 -2.15542
C 6.33529 0.89196 -0.75208
H 4.05890 0.27541 1.27309
H 2.08951 1.32473 -1.76405
C 1.60686 -3.80073 8.24716
C 1.41527 -2.53129 -2.62018
H 5.80098 -4.30881 -3.79734
H 1.49444 -4.64127 -2.17691
S 0.17978 -2.31752 -1.37079
C 3.37812 -3.02945 -4.49881
Cl -6.98733 1.38178 -3.24569
Cl 5.79402 -5.41059 3.21545
Cl 9.88868 2.43088 4.17453
Cl -13.72210 2.55663 -6.57811
Cl 4.89501 6.53069 0.48905
Cl -15.44404 7.09702 0.67013
H 5.92040 1.53131 0.03034
H 5.54937 0.23219 2.22428
H -3.08716 1.26966 -0.80809
Cl 3.49077 5.21338 2.63909
Cl 2.14246 -2.41712 7.28232
C 4.50987 -5.69388 -2.70579
C 4.83105 -0.38117 1.66927
H 6.88329 -2.77092 0.43275
H 4.89217 -6.71241 -2.71036
Cl 3.47307 8.09439 2.45479
Cl 7.13993 -5.19464 -1.99901
C 4.43720 6.63860 2.19292
Cl -16.91246 8.60663 -1.30289
Cl 3.49523 -3.76150 2.62206
Cl 4.06796 -8.51483 7.90213
C 5.63358 -4.65185 -2.77806
Cl 0.01536 -4.32595 7.68779
C -16.48861 6.98253 -0.75194
H 5.30070 -3.77054 -2.23042
H 5.45861 3.98938 -2.66962
H 3.01867 -0.22597 -1.80955
Cl 0.46788 -3.57543 4.27691
Cl -15.63730 6.12218 -2.04059
H 7.42751 0.88786 -0.65474
Cl -10.51339 3.25325 -2.57976
C 7.42873 6.24230 6.98181
C 2.89881 -4.07115 -3.70197
C 2.55362 0.57106 -2.39811
Cl -15.46396 0.83085 1.23757
H 2.72075 -6.23182 -3.86031
H -1.81651 2.84695 -2.40728
C -1.62272 -0.29193 -1.11587
Cl 3.24477 -6.01586 4.41707
Cl -2.78426 5.53512 1.74276
Cl -5.75053 -0.52887 -5.02222
C 3.63228 1.29289 -3.19729
C 1.87963 -1.46531 -3.37777
C 4.51603 3.56060 -2.33228
Cl 1.21346 -8.14367 8.05987
Cl 7.83323 1.31762 2.47362
Cl 3.65369 -6.44939 1.58449
H 6.10361 0.59957 -2.82598
Cl -12.52789 1.29192 -3.23334
H 5.93548 -1.16837 -1.48880
Cl -9.90581 0.44248 -2.36045
H -1.62146 -1.73666 0.51398
Cl 2.39642 -10.61668 8.96224
Cl -14.63581 5.18823 -5.81739
N 1.48665 -0.09111 -3.25570
Cl -14.86523 2.99166 -3.96237
C -1.48925 1.84740 -2.19820
Cl 7.55672 3.99093 3.48171
Cl -6.01104 -1.12632 -2.20901
H 4.20134 4.01724 -1.39249
C -14.94386 3.45372 -5.66719
Cl -11.69004 1.67964 -0.46755
C 4.54734 2.01911 -2.16843
H 6.68961 2.24236 -2.43044
Cl 0.15247 -5.95386 2.66129
Cl -17.95925 6.10091 -0.32850
Cl -0.52234 -3.39038 1.57307
C -2.18847 0.95842 -1.30191
Cl -2.17158 -4.55755 3.65445
Cl -15.08095 3.68635 0.99470
C 5.92048 -0.55299 -0.58786
Cl 2.32058 -9.99343 6.14525
C 0.24028 0.14027 -2.57931
Cl -17.30502 2.40646 -0.33142
H 3.20432 1.98940 -3.91995
Cl 7.31013 1.74648 5.27856
H 4.42312 -1.09734 2.37992
Cl 2.75649 -5.12498 8.05538
Cl 8.64205 4.96178 6.89420
Cl -1.76396 6.16713 -0.88358
Cl 5.89146 6.70797 3.19354
Cl -14.60635 1.98322 -1.26708
Cl 5.89423 5.65505 6.33363
Cl -4.13663 0.88694 -3.07742
C -0.43000 -0.69924 -1.72688
C -0.33068 1.39528 -2.79211

Atoms 1-6, force components in eV/Å:
C -0.49 -0.46 -0.22
C -0.06 0.61 -0.52
C 0.14 0.17 -0.48
H -0.22 0.08 -0.02
H -0.28 -0.20 -0.16
C -0.54 0.08 0.86

As for the LUMO energy: 0.009 eV. The total charge is 0. The value obtained for the orbital gap is 0.2856 Ha.

Atom charges from the Löwdin analysis, given in e for atoms 1 to 6:
1. C -0.320
2. C -0.102
3. C -0.086
4. H 0.112
5. H 0.110
6. C -0.158